Molecular formula: C16H42F6N7OP2Tl
Method: DFT, ωB97M-V/def2-TZVPD

Last column: Löwdin spin population.
Element x y z (Å)
Tl  2.3778  -1.2963  0.0736  0.000
C  4.8088  -0.6783  2.0169  0.000
C  4.1762  0.7369  1.8471  0.000
N  2.8548  0.7875  1.0810  0.000
C  1.6210  1.1743  1.8145  0.000
C  0.8324  -0.0518  2.2413  0.000
N  0.4448  -0.8575  1.0454  0.000
C  -0.2924  -2.1616  1.0469  0.000
C  0.5927  -3.4734  0.9765  0.000
C  1.0467  -4.0509  -0.3596  0.000
N  2.0686  -3.1973  -1.0787  0.000
C  3.3869  -3.8499  -1.3498  0.000
C  4.6352  -3.0025  -1.0219  0.000
N  4.3920  -2.3491  0.2446  0.000
C  5.3667  -1.3667  0.7475  0.000
H  4.1025  -1.3406  2.5099  0.000
H  5.5678  -0.5626  2.7606  0.000
H  4.8594  1.4445  1.4964  0.000
H  3.9649  1.0929  2.8862  0.000
H  2.9805  1.4612  0.2943  0.000
H  1.0576  1.8716  1.2045  0.000
H  1.7997  1.6356  2.8283  0.000
H  -0.0539  0.3390  2.7446  0.000
H  1.4245  -0.6630  2.9442  0.000
H  -0.0581  -0.1661  0.4112  0.000
H  -1.0395  -2.1760  0.2080  0.000
H  -0.8766  -2.2369  1.9437  0.000
H  -0.1479  -4.1960  1.3231  0.000
H  1.3805  -3.4813  1.7740  0.000
H  0.1456  -4.0397  -0.9903  0.000
H  1.4540  -5.0780  -0.2641  0.000
H  1.6645  -2.9232  -1.9413  0.000
H  3.4250  -4.2704  -2.3430  0.000
H  3.4574  -4.7150  -0.6312  0.000
H  4.8712  -2.2082  -1.7740  0.000
H  5.4899  -3.7057  -0.9101  0.000
H  4.2276  -3.1030  0.9144  0.000
H  5.4961  -0.6821  -0.0630  0.000
H  6.3144  -1.9209  0.8650  0.000
C  -4.3451  1.0265  2.2689  0.008
N  -4.4820  1.4449  0.8585  0.046
C  -5.8375  1.6406  0.2597  0.001
P  -3.1338  1.9444  0.0883  0.019
O  -1.8457  1.2630  0.4489  0.007
N  -3.3886  1.3164  -1.5745  0.652
C  -4.2419  1.7994  -2.6489  0.079
C  -2.8727  -0.0211  -1.8420  0.064
N  -3.1905  3.5409  -0.0587  -0.003
C  -2.2175  4.2032  -0.9326  0.004
C  -3.8759  4.3531  0.9778  0.000
H  -4.9923  0.1930  2.5275  0.000
H  -4.5366  1.8309  2.9956  0.003
H  -3.3514  0.6097  2.4603  0.001
H  -5.9386  0.9593  -0.5926  0.000
H  -6.0042  2.6718  -0.0599  0.001
H  -6.5816  1.3718  1.0227  0.000
H  -3.6448  1.7127  -3.5577  0.028
H  -4.6208  2.7902  -2.4285  0.000
H  -5.0320  1.0586  -2.7654  0.035
H  -3.3243  -0.7523  -1.1837  0.030
H  -1.8209  -0.0885  -1.5693  0.020
H  -3.0202  -0.2767  -2.8752  0.002
H  -1.6250  3.5163  -1.5281  0.002
H  -1.5837  4.8224  -0.2952  0.000
H  -2.6595  4.8672  -1.6571  0.000
H  -4.5275  5.0931  0.4944  0.000
H  -3.1555  4.9191  1.5821  0.000
H  -4.5506  3.6905  1.5504  0.000
F  2.7704  -0.6793  -2.0953  0.000
P  1.4969  0.3348  -2.8864  0.000
F  1.6551  1.2372  -1.5600  0.000
F  1.3519  -0.7502  -3.9847  0.000
F  2.5882  1.0865  -3.7250  0.000
F  0.2882  1.2059  -3.3815  0.000
F  0.4308  -0.6747  -1.8498  0.002

Cartesian forces (eV/Å) of the 3 atoms listed first:
Tl 0.136 0.831 -0.594
C -0.218 0.609 -0.891
C -1.701 -1.493 2.173

Computed properties:
- Electronic energy: -69307.386 eV
- Charge: +3
- LUMO level (spin up / spin down): -9.3 / -10.6 eV
- Gap between HOMO and LUMO (spin up / spin down): 0.294 / 0.241 Eh
- <S²>: 0.755
- 2S+1: 2

***

Molecular formula: C42H39Cl3N4O4P2Sn
Method: DFT, ωB97M-V/def2-TZVPD

Last column: Mulliken charge in e.
Element x y z (Å)
Sn  -1.2101  0.4129  0.1725  1.595
O  -0.0156  -0.6892  -1.2553  0.041
P  0.6992  -2.0357  -1.1743  0.521
C  2.3614  -1.8526  -0.4905  -1.866
P  2.3717  -0.9543  1.1184  1.713
O  0.9681  -0.7599  1.6166  -0.637
C  3.3284  -1.9798  2.2372  0.062
C  4.7202  -2.0344  2.1748  -0.516
C  5.4143  -2.8912  3.0140  -0.725
C  4.7237  -3.6912  3.9156  -0.530
C  3.3379  -3.6392  3.9812  -0.994
C  2.6379  -2.7860  3.1410  -0.209
C  3.3206  0.5527  0.8813  0.499
C  3.7724  1.2080  2.0304  -0.520
C  4.4997  2.3806  1.9250  -0.820
C  4.7925  2.9055  0.6711  -0.546
C  4.3445  2.2645  -0.4726  -0.710
C  3.6060  1.0944  -0.3682  -0.330
C  0.8672  -2.6724  -2.8343  0.529
C  1.0382  -4.0378  -3.0568  -0.498
C  1.2205  -4.5045  -4.3491  -0.728
C  1.2252  -3.6136  -5.4137  -0.548
C  1.0442  -2.2539  -5.1939  -0.836
C  0.8646  -1.7784  -3.9047  -0.218
C  -0.1753  -3.2343  -0.1762  0.943
C  -1.5664  -3.2610  -0.2726  -0.614
C  -2.2956  -4.1824  0.4623  -0.903
C  -1.6410  -5.0897  1.2837  -0.647
C  -0.2558  -5.0755  1.3724  -0.740
C  0.4782  -4.1484  0.6492  -0.435
H  2.9909  -1.3846  -1.2464  0.956
H  2.7716  -2.8530  -0.3390  0.760
H  5.2642  -1.4045  1.4808  0.465
H  6.4940  -2.9324  2.9688  0.451
H  5.2693  -4.3588  4.5689  0.433
H  2.8060  -4.2671  4.6835  0.468
H  1.5555  -2.7469  3.1668  0.476
H  3.5810  0.7821  3.0092  0.503
H  4.8604  2.8751  2.8170  0.474
H  5.3757  3.8129  0.5888  0.435
H  4.5591  2.6777  -1.4488  0.435
H  3.2476  0.6282  -1.2748  0.181
H  1.0156  -4.7384  -2.2304  0.379
H  1.3518  -5.5632  -4.5255  0.443
H  1.3641  -3.9819  -6.4213  0.426
H  1.0436  -1.5652  -6.0281  0.473
H  0.7042  -0.7230  -3.7269  0.214
H  -2.0879  -2.5699  -0.9239  0.408
H  -3.3742  -4.1968  0.3850  0.487
H  -2.2108  -5.8139  1.8502  0.439
H  0.2561  -5.7904  2.0025  0.483
H  1.5562  -4.1572  0.7421  0.381
C  -1.9762  4.3690  1.4315  -0.740
N  -1.5384  3.2682  2.2110  0.231
C  -0.7333  3.4604  3.2033  -0.420
C  -0.3116  2.2985  3.8938  0.874
C  0.5867  2.2483  5.0633  -1.201
C  0.6812  0.9551  5.3677  -0.377
C  -0.1745  0.2334  4.3335  -0.003
N  -0.7313  1.0400  3.4994  -0.051
C  -3.4292  4.2676  1.0083  0.475
C  -4.1178  3.0619  1.0029  0.123
C  -5.4277  3.0201  0.5499  -0.745
C  -6.0508  4.1753  0.0987  -0.548
C  -5.3626  5.3794  0.1092  -0.576
C  -4.0548  5.4275  0.5685  -0.657
H  -1.3653  4.2317  0.5172  0.003
H  -1.7290  5.3442  1.8642  0.612
H  -0.3898  4.4423  3.5299  0.414
H  1.0327  3.1043  5.5424  0.480
H  1.2370  0.4791  6.1605  0.516
H  -0.2925  -0.8402  4.2569  0.389
H  -3.6448  2.1585  1.3661  0.417
H  -5.9676  2.0822  0.5618  0.461
H  -7.0759  4.1412  -0.2445  0.431
H  -5.8430  6.2849  -0.2352  0.420
H  -3.5227  6.3714  0.5796  0.402
Cl  0.5247  4.6393  -3.3738  -0.080
C  0.5146  3.2543  -2.3070  0.659
Cl  1.4632  1.9309  -3.0308  -0.132
Cl  1.2588  3.7027  -0.7548  -0.096
C  -0.9456  2.6999  -2.1273  0.111
O  -1.7120  2.8059  -3.0471  -0.552
O  -1.1974  2.1700  -0.9737  -0.297
C  -3.3249  -0.6805  -4.6897  -0.826
N  -3.7493  0.1903  -3.5918  0.102
C  -4.7256  1.2659  -3.8262  -0.889
C  -3.3247  -0.0300  -2.3895  0.569
N  -2.9530  -0.2474  -1.3080  -0.877
H  -3.0151  -0.0596  -5.5286  0.366
H  -4.1391  -1.3354  -5.0001  0.347
H  -2.4781  -1.2830  -4.3668  0.193
H  -4.7310  1.4743  -4.8930  0.326
H  -4.4110  2.1601  -3.2958  0.317
H  -5.7242  0.9561  -3.5194  0.324

Cartesian forces (eV/Å) of the 3 atoms listed first:
Sn -0.254 -0.135 -0.065
O -0.078 0.176 0.102
P 0.003 -0.032 -0.139

Computed properties:
- Electronic energy: -120300.898 eV
- Charge: +2
- LUMO level: -8.9 eV
- Gap between HOMO and LUMO: 0.164 Eh
- 2S+1: 1

***

Molecular formula: C47H38BrCl3MnN4O6
Method: DFT, ωB97M-V/def2-TZVPD

Last column: Löwdin spin population.
Element x y z (Å)
Mn  0.8922  1.2586  0.6832  3.023
C  1.3232  -5.1480  -3.6360  0.000
O  0.7361  -4.0864  -2.9033  0.000
C  -0.5231  -4.2678  -2.4327  0.000
C  -1.2984  -5.3966  -2.6350  0.000
C  -2.5881  -5.4522  -2.1143  0.000
C  -3.1070  -4.3795  -1.4152  0.000
C  -2.3358  -3.2383  -1.2214  0.000
C  -1.0379  -3.1853  -1.7030  0.000
N  -0.1938  -2.0721  -1.5496  0.000
C  -0.2488  -1.1341  -0.5716  0.003
N  -0.6606  -1.5560  0.6329  0.011
C  -0.9519  -0.7502  1.7315  -0.007
C  -0.4955  0.5414  1.9046  -0.172
C  -0.8886  1.2750  3.0220  -0.006
C  -1.6890  0.6893  3.9830  -0.010
C  -2.1018  -0.6352  3.8558  0.017
C  -1.7398  -1.3485  2.7327  -0.007
O  -2.0656  -2.6491  2.4891  -0.004
C  -3.0642  -3.2393  3.3042  -0.001
N  0.1559  0.0944  -0.7747  -0.026
C  0.3627  0.4756  -2.1399  0.002
C  1.6204  0.8100  -2.6065  -0.001
C  1.7954  1.2161  -3.9247  0.000
C  0.7074  1.2564  -4.7767  -0.001
C  -0.5581  0.8910  -4.3319  0.000
C  -0.7413  0.5067  -3.0119  -0.001
O  -1.9306  0.1309  -2.4815  0.000
C  -3.0285  -0.0008  -3.3667  0.000
H  2.3193  -4.8099  -3.9050  0.000
H  0.7525  -5.3630  -4.5424  0.000
H  1.3966  -6.0507  -3.0248  0.000
H  -0.9061  -6.2370  -3.1898  0.000
H  -3.1842  -6.3415  -2.2706  0.000
H  -4.1166  -4.4134  -1.0281  0.000
H  -2.7502  -2.3814  -0.7064  0.000
H  0.4490  -1.8821  -2.3053  0.000
H  -0.8823  -2.5351  0.7338  0.000
H  -0.5877  2.3068  3.1327  -0.002
H  -1.9868  1.2622  4.8516  -0.002
H  -2.7078  -1.0917  4.6255  0.001
H  -2.6998  -3.3924  4.3230  0.000
H  -3.2877  -4.2030  2.8559  0.000
H  -3.9636  -2.6202  3.3249  0.000
H  2.4688  0.7167  -1.9420  0.000
H  2.7826  1.4841  -4.2757  0.000
H  0.8334  1.5682  -5.8058  0.000
H  -1.3969  0.9255  -5.0125  0.000
H  -3.8641  -0.3385  -2.7588  0.000
H  -2.8171  -0.7401  -4.1449  0.000
H  -3.2856  0.9570  -3.8232  0.000
Cl  2.5430  3.9261  7.5510  0.001
C  2.2865  3.4280  5.9060  0.003
C  1.5041  4.2027  5.0711  -0.001
C  1.3117  3.7915  3.7648  0.005
Cl  0.3172  4.7672  2.7345  0.001
C  1.8775  2.6164  3.2369  0.007
O  1.6987  2.2820  1.9820  0.065
C  2.6604  1.8696  4.1364  0.005
Cl  3.4077  0.4055  3.6022  0.001
C  2.8680  2.2610  5.4478  -0.001
H  1.0479  5.1161  5.4236  0.000
H  3.4815  1.6548  6.0982  0.000
C  2.8780  5.9080  -0.8250  -0.004
C  1.5185  6.1675  -0.6920  0.000
C  0.6215  5.1353  -0.4934  -0.002
C  1.0608  3.8071  -0.4463  0.003
C  2.4234  3.5548  -0.6091  -0.001
C  3.3237  4.5981  -0.7738  0.001
N  0.1601  2.7445  -0.2117  -0.001
C  -1.1359  2.8503  -0.7550  -0.001
C  -1.3115  3.3422  -2.0558  0.008
C  -2.5759  3.4478  -2.6059  -0.002
C  -3.6968  3.0478  -1.8872  0.012
C  -3.5302  2.5506  -0.6049  -0.001
C  -2.2663  2.4629  -0.0377  0.011
H  3.5790  6.7195  -0.9702  0.000
H  1.1556  7.1875  -0.7223  0.000
H  -0.4303  5.3509  -0.3577  0.000
H  2.8025  2.5404  -0.5993  0.000
H  4.3778  4.3738  -0.8785  0.000
H  -0.4428  3.6367  -2.6309  0.000
H  -2.6855  3.8404  -3.6104  -0.001
H  -4.6861  3.1341  -2.3194  0.001
H  -4.3920  2.2477  -0.0223  0.000
H  -2.1589  2.1153  0.9782  0.000
Br  1.3290  -6.4950  2.6281  0.000
C  1.8161  -4.8155  1.8969  0.000
C  2.4157  -4.7689  0.6476  0.000
C  2.7564  -3.5363  0.1142  0.001
C  2.4887  -2.3651  0.8141  0.003
C  1.9069  -2.4365  2.0740  0.000
C  1.5671  -3.6626  2.6240  0.000
C  2.7990  -1.0441  0.1601  0.010
O  3.4778  -0.9905  -0.8494  0.005
O  2.2691  -0.0049  0.7353  0.052
H  2.6100  -5.6831  0.1038  0.000
H  3.2208  -3.4602  -0.8603  0.000
H  1.7268  -1.5264  2.6299  0.000
H  1.1126  -3.7217  3.6037  0.000

Cartesian forces (eV/Å) of the 3 atoms listed first:
Mn -0.296 -0.023 -0.173
C 0.010 0.010 0.001
O 0.063 -0.004 -0.023

Computed properties:
- Electronic energy: -206532.461 eV
- LUMO level (spin up / spin down): -1.2 / -0.1 eV
- Gap between HOMO and LUMO (spin up / spin down): 0.221 / 0.271 Eh
- <S²>: 3.927
- 2S+1: 4